[1]
20
Properties=species:S:1:pos:R:3:forces:R:3 method="wB97M-V/def2-TZVPD" total_charge=0 total_energy_ha=-1181.33184 relative_energy_kcal_mol=90.1
C -1.206244 0.257217 0.240562 1.333 -0.100 0.303
C -2.411570 0.709591 -0.044615 1.544 -1.369 0.430
C 3.151588 -2.479739 0.749133 -1.460 3.309 -1.175
C 4.114958 -2.184175 -0.104276 0.185 -2.177 -0.164
C -3.015438 1.737349 0.858725 -2.115 -0.855 -1.394
C -3.121813 0.128892 -1.242185 0.476 1.829 3.092
O 2.452366 2.224091 1.093706 0.258 -0.783 -1.257
O 2.117710 2.122961 -1.353731 0.208 -0.285 0.373
S 0.297417 -0.227362 0.596652 -2.507 0.422 -0.441
S 2.581878 1.480036 -0.151788 -0.294 1.308 0.824
H 3.206421 -3.426359 1.091464 -0.272 -2.964 1.497
H 2.211205 -1.888057 0.983690 1.743 -0.563 -0.105
H 4.316044 -1.383852 -0.725991 -0.263 2.174 -0.674
H 4.752312 -3.014286 -0.426692 0.184 0.125 0.641
H -4.005613 1.411193 1.329572 1.693 0.167 -0.080
H -2.225653 2.089566 1.458147 0.253 0.735 1.325
H -3.341122 2.474767 0.138578 0.006 0.906 0.119
H -4.019058 0.609728 -1.346382 -2.340 1.239 -0.483
H -2.569479 0.205079 -2.067986 2.178 0.532 -3.410
H -3.285902 -0.846648 -1.076582 -0.810 -3.649 0.579

***

[2]
72
Properties=species:S:1:pos:R:3:forces:R:3 method="wB97M-V/def2-TZVPD" s2=3.758 spin_multiplicity=4 total_charge=+1 total_energy_ha=-4199.87528 relative_energy_kcal_mol=359.5
V 26.638104 -15.133543 -11.247752 4.775 -3.520 7.429
O 25.073706 -14.272206 -14.147098 -1.793 -5.631 9.379
C 25.708326 -14.716876 -13.107851 -0.528 -0.347 -2.735
O 26.468063 -15.694397 -12.959637 0.839 0.321 -2.016
O 25.669425 -14.036915 -12.070266 -4.237 5.826 1.229
H 24.650524 -13.513517 -13.738546 -0.881 0.615 -0.052
C 25.501715 -13.257931 -15.567845 0.338 2.222 -5.879
O 25.798975 -12.559673 -16.858030 -0.698 0.195 -0.250
P 24.956924 -11.342277 -17.479446 -0.272 -0.740 -0.037
O 24.739986 -10.213783 -16.552138 0.126 -0.346 -3.523
O 25.693450 -11.001685 -18.846686 -0.715 -0.927 1.555
C 25.364952 -9.830822 -19.593052 0.728 0.659 -0.941
O 23.540410 -12.003967 -17.938087 1.694 0.380 -0.257
C 22.505150 -12.252012 -17.028089 -0.713 -0.247 0.235
H 25.030465 -14.226279 -15.736195 0.872 1.277 -3.119
H 24.724521 -12.708409 -15.036715 0.439 0.332 -1.314
H 26.399841 -13.304430 -14.951970 0.148 0.546 -1.843
H 26.258468 -9.702642 -20.204030 -0.298 0.053 -0.331
H 25.269635 -8.888544 -19.053484 -0.122 -0.423 0.725
H 24.482739 -9.960906 -20.219856 0.054 -0.296 0.110
H 21.632131 -12.405449 -17.662427 -0.247 0.378 0.411
H 22.396631 -11.472956 -16.273502 -0.235 0.464 -0.364
H 22.597243 -13.167446 -16.443639 0.554 -0.454 -0.191
C 24.071912 -18.400018 -16.903864 -1.731 0.036 -2.845
O 24.341402 -18.286816 -15.560420 -0.939 -2.006 2.100
P 25.074625 -19.529011 -14.826253 -3.547 -1.527 -0.604
O 26.347943 -19.941290 -15.352378 -0.004 -1.443 1.082
O 23.864694 -20.612904 -14.813863 0.148 0.478 0.949
C 22.463307 -20.262641 -14.485922 0.048 -0.054 -1.531
O 25.140364 -19.032176 -13.347581 -0.104 0.394 1.113
C 26.262012 -18.260412 -12.951279 0.169 0.583 0.367
H 24.058161 -17.399794 -17.336821 0.385 0.200 -0.003
H 23.080735 -18.772028 -17.163244 -0.349 -0.292 0.695
H 24.835626 -18.999107 -17.399793 -1.189 0.316 0.007
H 21.989111 -20.019663 -15.436826 0.263 0.907 -0.066
H 22.321443 -19.477227 -13.743566 0.440 -0.090 -0.096
H 21.810888 -21.108520 -14.269287 1.071 -0.626 0.801
H 27.170075 -18.463098 -13.519123 -0.051 -0.386 -0.056
H 26.455686 -18.390967 -11.886603 -0.068 -0.602 0.211
H 26.069211 -17.195621 -13.082128 -0.490 -2.254 -0.157
C 27.919867 -16.736990 -19.297253 0.735 1.798 -0.910
O 28.372766 -17.379922 -18.132900 -1.445 -1.426 1.606
P 27.282310 -17.909975 -17.074592 1.047 -0.115 0.920
O 26.384179 -19.041475 -17.454975 3.678 2.440 -1.500
O 28.210462 -18.219191 -15.765894 -0.470 1.871 -1.335
C 28.967909 -19.420588 -15.790988 -1.103 -1.086 -0.008
O 26.626155 -16.488173 -16.619579 0.135 -1.244 0.033
C 25.922024 -16.407492 -15.372431 0.210 0.274 -0.225
H 26.854359 -16.644862 -19.507745 -0.160 -1.052 0.223
H 28.516317 -17.130355 -20.120418 -0.470 0.013 -0.139
H 28.178854 -15.689286 -19.144495 0.311 0.162 -0.300
H 28.544087 -20.012309 -14.979608 0.573 -0.181 0.074
H 30.045614 -19.283546 -15.702260 -0.212 0.335 -0.196
H 28.632483 -19.931120 -16.693735 0.808 -0.495 -0.044
H 25.524720 -17.362053 -15.027371 1.300 1.443 -0.287
H 25.008927 -15.833718 -15.530958 0.097 -0.402 -0.435
H 26.476747 -15.942156 -14.557664 0.632 -0.554 -2.627
C 25.437672 -11.193563 -12.094971 1.103 -1.801 -0.496
C 24.365110 -10.491625 -12.911499 0.406 0.489 0.898
C 24.847878 -10.429439 -14.395067 0.046 0.593 3.800
S 26.674664 -10.369163 -14.280885 0.632 0.522 -2.607
O 27.178427 -9.057167 -14.703732 -0.651 -1.666 1.228
O 27.176053 -11.538848 -15.051193 0.307 2.251 2.426
C 26.822643 -10.668290 -12.482386 -0.709 1.033 -0.509
H 25.429308 -12.249796 -12.364036 -0.158 0.726 0.012
H 25.339366 -11.208953 -11.009520 -0.348 0.383 0.039
H 24.221855 -9.549954 -12.381551 -0.064 0.579 -0.743
H 23.423138 -11.009155 -12.729918 -0.158 -0.135 -0.522
H 24.563190 -9.536951 -14.952298 -0.185 -0.443 0.924
H 24.625011 -11.381427 -14.876868 -0.196 1.652 0.507
H 26.884043 -9.695663 -11.994197 0.656 0.126 -0.231
H 27.721067 -11.270514 -12.347269 -0.229 -0.057 0.237

***

[3]
82
Properties=species:S:1:pos:R:3:forces:R:3 method="wB97M-V/def2-TZVPD" total_charge=-1 total_energy_ha=-4222.95934 relative_energy_kcal_mol=85.5
O 5.750860 -1.116988 -2.994167 0.473 3.939 -4.779
C 5.913551 -0.300471 -4.045456 3.049 -3.594 -0.509
O 6.748262 -0.616026 -5.228552 -4.597 2.177 5.784
C 5.135071 1.178576 -3.929109 2.629 -0.683 0.939
N 3.796913 1.003071 -4.545892 -1.821 -0.214 1.088
P 2.502636 0.376013 -3.571806 0.425 -0.720 1.214
O 0.960407 0.821493 -4.253499 2.982 -2.756 -0.922
O 2.635913 -1.388852 -3.554703 -1.227 2.943 -2.197
S 2.465746 0.937308 -1.689798 0.066 -0.306 -1.372
H 5.802868 2.017452 -4.436301 -1.806 -1.844 0.583
H 5.124133 1.455622 -2.764562 -0.493 -0.756 -2.628
H 3.589852 1.536881 -5.388338 -0.026 -0.327 0.515
H 0.754814 0.097858 -4.915870 0.032 1.199 0.859
H 2.531464 -1.742453 -4.488439 0.544 0.531 1.423
C 1.338155 -4.293039 -0.897405 -0.379 0.271 -1.086
O 1.897719 -4.604391 0.359873 -0.059 0.386 1.645
P 1.733530 -3.525128 1.543048 -0.071 1.156 -0.501
O 1.067509 -2.236377 1.171097 0.839 -2.020 0.552
O 3.234078 -3.372744 2.106750 -1.612 -0.605 0.546
C 4.205855 -2.870427 1.214338 0.708 0.395 -0.751
O 1.000869 -4.375865 2.696384 0.680 -0.062 -1.135
C 0.889667 -3.770718 3.966521 -0.089 0.419 0.758
H 1.983959 -3.581960 -1.419141 -0.203 0.013 -0.018
H 1.274561 -5.211004 -1.487344 0.112 0.025 0.238
H 0.332879 -3.877602 -0.788660 0.171 0.056 -0.060
H 3.830033 -1.994741 0.679084 0.076 -0.052 -0.017
H 4.481930 -3.651576 0.501767 0.013 0.139 -0.015
H 5.091956 -2.584361 1.785574 -0.229 -0.078 0.020
H 0.239271 -2.894622 3.909992 0.079 -0.005 0.033
H 1.874886 -3.479756 4.341130 -0.102 0.009 -0.007
H 0.454977 -4.493934 4.661490 0.062 0.003 -0.212
C 0.593437 -7.627219 4.050445 -0.363 0.008 -1.151
O 1.012177 -7.499944 5.391809 1.160 -0.541 1.146
P 2.150039 -8.507718 5.922216 0.493 -0.412 -0.769
O 2.603710 -9.556793 4.954520 -0.789 1.469 1.356
O 1.521973 -9.076848 7.291248 0.941 0.675 -0.425
C 0.323713 -9.816132 7.187783 -0.645 -0.355 -0.054
O 3.295232 -7.503332 6.442284 -1.571 -0.367 -0.450
C 4.365674 -8.071370 7.165679 0.756 -0.374 0.431
H -0.081574 -8.481996 3.957592 0.109 0.033 -0.111
H 0.055011 -6.719521 3.765990 0.151 -0.101 0.176
H 1.448994 -7.749853 3.381134 -0.193 -0.037 0.055
H 0.383315 -10.546333 6.376722 -0.012 0.019 0.041
H -0.510192 -9.132175 7.011793 -0.008 -0.090 -0.027
H 0.154914 -10.343876 8.129225 0.156 0.129 -0.108
H 4.947527 -8.732548 6.519114 -0.027 0.003 0.085
H 3.992865 -8.628553 8.029513 0.063 0.008 -0.067
H 5.010789 -7.265682 7.525782 -0.220 -0.032 -0.174
C -0.630091 3.130503 -3.961794 1.148 -0.328 0.517
O -1.935192 3.442242 -4.398060 -1.150 1.022 -1.507
P -2.091114 4.478890 -5.619829 0.992 0.092 0.055
O -0.822978 5.090012 -6.130878 -1.790 -0.832 0.709
O -3.174521 5.533331 -5.065744 0.124 -0.927 -1.094
C -2.814007 6.282666 -3.924868 0.200 0.394 0.759
O -2.933900 3.629765 -6.696596 0.433 0.260 1.305
C -3.422666 4.327169 -7.822007 -0.243 0.398 -0.694
H -0.242848 3.950562 -3.351506 0.093 -0.088 -0.090
H -0.674042 2.225525 -3.350390 -0.143 0.286 -0.187
H 0.034893 2.946947 -4.809791 -0.120 0.124 0.269
H -1.800718 6.680562 -4.022283 -0.053 -0.010 0.020
H -2.880407 5.647516 -3.038107 0.060 0.125 -0.001
H -3.513484 7.114709 -3.816439 0.063 -0.178 -0.115
H -2.590879 4.676497 -8.438332 -0.077 0.043 0.020
H -4.037860 5.175885 -7.510777 0.063 -0.028 -0.063
H -4.043451 3.647705 -8.411867 0.160 -0.017 0.206
C -5.688377 9.516284 0.231342 -0.057 0.743 -0.680
O -5.611628 8.554687 1.261021 0.838 -1.074 0.483
P -4.514859 7.385159 1.116202 0.797 -0.128 -0.564
O -3.724968 7.376961 -0.156125 -1.274 0.145 1.693
O -5.370382 6.048763 1.389612 0.978 0.814 0.460
C -6.413122 5.758847 0.483127 -0.590 -0.166 -0.485
O -3.652317 7.542318 2.466036 -1.466 0.386 -1.011
C -2.718747 6.523348 2.752326 0.752 -0.748 0.183
H -6.214653 9.091371 -0.627371 0.134 0.126 -0.020
H -6.251755 10.377304 0.600099 0.050 -0.233 0.103
H -4.692254 9.852941 -0.067649 -0.164 -0.086 -0.076
H -6.078558 5.881181 -0.550153 -0.022 -0.034 0.035
H -7.259766 6.420915 0.680680 0.003 -0.036 -0.077
H -6.731024 4.724611 0.633509 0.171 0.161 0.058
H -1.926817 6.516616 1.999627 -0.054 -0.072 0.058
H -3.211910 5.547900 2.782968 0.090 0.065 -0.024
H -2.277524 6.718962 3.733161 -0.172 0.126 -0.188